The following is a quantum chemistry calculation of a structure of composition C13H19ClOSiTi at a distorted geometry, from the Open Molecules 2025 dataset.

Largest force on an atom, Eh/bohr: 0.0458
Frontier orbital gap (alpha / beta), eV: 6.654 / 7.059
Energy relative to the best compared isomer or geometry (same formula, charge and spin), kJ/mol: 133.58
Net charge: -1
Spin multiplicity: 2

Cartesian coordinates (Å):
C1 0.043 1.583 0.986
C2 -0.793 2.214 -0.010
C3 0.000 2.395 -1.196
H1 -1.797 2.576 0.194
C4 1.185 1.660 -1.040
C5 1.285 1.282 0.345
H2 2.224 0.989 0.770
H3 -0.204 1.348 2.032
H4 -0.168 3.030 -2.056
H5 1.882 1.548 -1.851
Ti1 -0.738 0.198 -0.693
Cl1 -2.374 -0.154 0.979
C6 -2.450 -0.182 -2.254
C7 -1.530 0.324 -3.268
C8 -1.579 1.746 -3.243
H6 -1.018 -0.266 -4.038
C9 -2.487 2.156 -2.209
C10 -3.081 0.996 -1.642
H7 -3.919 0.988 -0.932
H8 -2.822 -1.212 -2.160
H9 -1.076 2.430 -3.941
H10 -2.727 3.195 -1.946
C11 1.342 -0.963 3.144
Si1 1.184 -1.772 1.368
C12 3.040 -1.928 1.032
C13 0.587 -3.461 1.946
O1 0.433 -1.204 -0.002
H11 1.855 -1.435 4.006
H12 0.317 -0.844 3.492
H13 1.741 0.063 3.005
H14 3.634 -2.466 1.787
H15 3.230 -2.460 0.086
H16 3.520 -0.940 0.965
H17 -0.386 -3.351 2.437
H18 0.481 -4.194 1.135
H19 1.168 -3.891 2.771


The following is a quantum chemistry calculation of a cluster of 2 separate species, C13H19FNO8PS in total, from the Open Molecules 2025 dataset.

Largest force on an atom, Eh/bohr: 0.0133
SMILES: CC(=O)OC[C@H]1CC(=O)O[C@@]1(CCC(N)=O)[PH2]=S.O=C1OC[C@@H](F)O1
Frontier orbital gap, eV: 9.063
Net charge: 0

Cartesian coordinates (Å):
C1 -2.189 -2.395 -5.230
C2 -2.107 -2.106 -3.763
O1 -2.967 -2.345 -2.959
O2 -0.926 -1.538 -3.419
C3 -0.460 -1.815 -2.091
C4 -0.798 -0.661 -1.150
C5 -0.831 -1.147 0.299
C6 0.550 -0.832 0.827
O3 1.068 -1.224 1.830
O4 1.191 -0.009 -0.043
C7 0.243 0.485 -1.020
C8 -0.453 1.736 -0.407
C9 -0.567 3.041 -1.226
C10 0.446 4.082 -0.785
N1 -0.053 5.352 -0.611
O5 1.617 3.822 -0.647
P1 1.317 0.858 -2.498
S1 2.526 -0.509 -3.152
H1 -1.624 -1.670 -5.811
H2 -1.781 -3.390 -5.406
H3 -3.233 -2.389 -5.533
H4 0.608 -1.993 -2.184
H5 -0.948 -2.715 -1.722
H6 -1.736 -0.241 -1.514
H7 -1.590 -0.660 0.911
H8 -1.005 -2.219 0.397
H9 -1.463 1.452 -0.110
H10 0.099 1.962 0.506
H11 -0.451 2.883 -2.298
H12 -1.569 3.454 -1.104
H13 -0.961 5.405 -0.171
H14 0.616 5.951 -0.142
H15 0.386 1.332 -3.436
H16 1.953 2.021 -2.051
O6 -0.406 -2.027 7.356
C11 0.438 -1.731 6.580
O7 0.418 -0.629 5.793
C12 1.675 -0.530 5.118
C13 2.166 -1.962 5.156
F1 3.512 -2.048 5.271
O8 1.565 -2.456 6.339
H17 2.342 0.123 5.685
H18 1.538 -0.152 4.110
H19 1.845 -2.568 4.308


The following is a quantum chemistry calculation of a cluster of 2 separate species, C13H19N in total at a distorted geometry, from the Open Molecules 2025 dataset.

Largest force on an atom, Eh/bohr: 0.0497
SMILES: Cc1c[nH]c2ccccc12.CC(C)C
Frontier orbital gap, eV: 8.660
Energy relative to the best compared isomer or geometry (same formula, charge and spin), kJ/mol: 78.71
Net charge: 0

Cartesian coordinates (Å):
C1 2.548 1.258 1.784
C2 2.406 0.618 0.468
C3 2.818 1.062 -0.756
N1 2.617 0.123 -1.741
C4 2.200 -1.048 -1.129
C5 1.936 -2.359 -1.544
C6 1.594 -3.359 -0.681
C7 1.535 -3.053 0.689
C8 1.629 -1.754 1.151
C9 2.047 -0.760 0.242
H1 2.496 2.352 1.775
H2 3.454 1.124 2.394
H3 1.787 0.867 2.471
H4 3.202 2.056 -0.935
H5 2.645 0.362 -2.717
H6 2.149 -2.548 -2.598
H7 1.394 -4.322 -1.115
H8 1.441 -3.916 1.341
H9 1.472 -1.573 2.204
C10 -2.839 2.366 -0.620
C11 -2.796 0.883 -0.305
C12 -2.144 0.731 1.098
C13 -4.051 0.131 -0.579
H10 -3.432 2.904 0.144
H11 -3.363 2.558 -1.560
H12 -1.854 2.825 -0.591
H13 -1.992 0.551 -0.987
H14 -2.596 1.291 1.907
H15 -1.986 -0.319 1.342
H16 -1.150 1.163 0.979
H17 -4.797 0.126 0.213
H18 -4.515 0.566 -1.472
H19 -3.853 -0.904 -0.872


The following is a quantum chemistry calculation of a cluster of 2 separate species, C13H19N in total at a distorted geometry, from the Open Molecules 2025 dataset.

Largest force on an atom, Eh/bohr: 0.0468
SMILES: Cc1c[nH]c2ccccc12.CC(C)C
Frontier orbital gap, eV: 8.668
Energy relative to the best compared isomer or geometry (same formula, charge and spin), kJ/mol: 107.13
Net charge: 0

Cartesian coordinates (Å):
C1 1.278 2.098 0.606
C2 2.023 0.786 0.532
C3 3.376 0.583 0.718
N1 3.792 -0.636 0.263
C4 2.636 -1.406 0.071
C5 2.456 -2.766 -0.019
C6 1.226 -3.207 -0.470
C7 0.165 -2.299 -0.673
C8 0.320 -0.938 -0.388
C9 1.546 -0.504 0.096
H1 1.500 2.492 1.597
H2 0.227 1.882 0.478
H3 1.556 2.768 -0.209
H4 4.029 1.426 0.902
H5 4.678 -1.120 0.289
H6 3.332 -3.398 0.076
H7 0.854 -4.225 -0.515
H8 -0.830 -2.673 -0.869
H9 -0.504 -0.257 -0.534
C10 -2.803 1.423 -1.112
C11 -3.723 1.660 0.116
C12 -4.527 2.928 -0.084
C13 -4.395 0.335 0.469
H10 -2.506 2.380 -1.535
H11 -3.281 0.892 -1.943
H12 -1.928 0.829 -0.853
H13 -3.027 1.871 0.940
H14 -5.086 2.982 -1.034
H15 -5.344 3.052 0.633
H16 -3.897 3.815 -0.140
H17 -3.681 -0.489 0.460
H18 -4.822 0.504 1.465
H19 -5.182 -0.033 -0.196


The following is a quantum chemistry calculation of an isolated molecule of C13H19N3O2S, from the Open Molecules 2025 dataset.

Largest force on an atom, Eh/bohr: 0.0131
SMILES: Cc1cccc(NC(=S)NNC(=O)C[C@@H](C)O)c1C
Frontier orbital gap, eV: 8.716
Energy relative to the best compared isomer or geometry (same formula, charge and spin), kJ/mol: 87.84
Net charge: 0

Cartesian coordinates (Å):
C1 0.373 1.396 3.000
C2 -0.461 1.236 1.762
C3 -1.750 0.728 1.871
C4 -2.568 0.603 0.762
C5 -2.105 0.990 -0.480
C6 -0.805 1.468 -0.610
N1 -0.327 1.884 -1.860
C7 -0.483 1.329 -3.078
S1 -0.080 2.175 -4.436
N2 -1.015 0.076 -3.231
N3 -0.951 -0.913 -2.254
C8 0.181 -1.186 -1.537
O1 1.241 -0.662 -1.777
C9 -0.079 -2.203 -0.445
C10 1.219 -2.759 0.170
C11 1.882 -1.730 1.077
O2 0.959 -3.966 0.850
C12 0.031 1.596 0.507
C13 1.427 2.103 0.300
H1 0.669 2.437 3.126
H2 1.278 0.793 2.947
H3 -0.191 1.092 3.878
H4 -2.125 0.439 2.842
H5 -3.574 0.225 0.870
H6 -2.747 0.950 -1.347
H7 0.233 2.726 -1.872
H8 -0.912 -0.258 -4.186
H9 -1.843 -1.277 -1.943
H10 -0.685 -1.722 0.330
H11 -0.649 -3.036 -0.862
H12 1.902 -3.032 -0.640
H13 2.140 -0.850 0.498
H14 1.203 -1.445 1.880
H15 2.787 -2.147 1.512
H16 0.475 -3.765 1.660
H17 1.421 3.175 0.094
H18 2.048 1.933 1.172
H19 1.878 1.594 -0.552


The following is a quantum chemistry calculation of a structure of composition C13H19N5OS3 at a distorted geometry, from the Open Molecules 2025 dataset.

Largest force on an atom, Eh/bohr: 0.3568
Frontier orbital gap, eV: 7.938
Energy relative to the best compared isomer or geometry (same formula, charge and spin), kJ/mol: 1430.01
Net charge: 0

Cartesian coordinates (Å):
C1 4.460 -3.709 0.250
H1 5.441 -3.566 -0.094
C2 3.934 -2.783 1.316
N1 2.672 -2.943 1.646
C3 1.917 -2.248 0.700
N2 2.386 -1.536 -0.057
C4 1.486 -0.813 -0.626
C5 0.003 -1.144 -0.302
S1 0.067 -2.218 1.085
H2 -0.867 -0.586 -0.604
C6 1.532 -0.124 -1.742
H3 2.544 -0.516 -2.318
H4 0.951 0.055 -2.801
S2 1.897 1.718 -1.275
C7 0.323 2.220 -1.356
N3 -0.614 1.646 -1.445
N4 -1.729 2.414 -1.460
C8 -1.611 3.546 -0.947
N5 -2.820 4.431 -0.841
H5 -2.375 5.302 -0.233
C9 -4.078 4.043 -0.974
C10 -4.462 3.026 0.322
H6 -5.638 2.879 0.161
H7 -4.203 3.420 1.304
H8 -4.173 1.948 -0.207
C11 -4.491 3.728 -2.355
H9 -5.355 3.587 -2.519
H10 -4.280 4.390 -3.006
H11 -3.796 2.765 -2.460
H12 -4.569 5.144 -0.669
S3 -0.095 3.884 -0.705
C12 2.394 -3.950 2.620
O1 3.245 -4.445 3.305
C13 1.060 -4.036 3.047
H13 0.432 -4.420 2.267
H14 0.351 -3.142 3.593
H15 0.860 -4.857 3.783
H16 4.339 -1.689 1.285
H17 4.655 -3.134 2.275
H18 3.872 -3.635 -0.509
H19 4.334 -4.651 0.547


| no. | DFT total energy (eV) |
| --- | --- |
| 1 | -59355.540 |
| 2 | -54501.896 |
| 3 | -15278.996 |
| 4 | -15278.702 |
| 5 | -33190.310 |
| 6 | -55778.355 |